The following is a DFT calculation (ωB97M-V with the def2-TZVPD basis set) of C9H19N as an isolated structure at a distorted geometry.

Geometry (Å):
C1 -0.30 -0.04 0.47
C2 0.60 0.83 -0.32
C3 -0.27 2.46 -0.34
C4 -1.61 -0.48 -0.18
C5 -0.55 0.38 1.92
C6 0.96 0.46 -1.74
C7 0.53 -2.79 -0.20
C8 0.86 -1.55 0.59
N1 -1.49 2.58 -1.08
C9 1.93 -1.54 1.39
H1 1.50 1.08 0.24
H2 -1.47 2.08 -1.96
H3 -2.30 2.30 -0.54
H4 0.50 3.09 -0.79
H5 -0.41 2.83 0.68
H6 -2.44 0.19 0.09
H7 -1.92 -1.46 0.19
H8 -1.56 -0.53 -1.27
H9 -0.78 -0.50 2.53
H10 -1.40 1.07 2.00
H11 0.32 0.88 2.35
H12 1.29 1.34 -2.30
H13 0.14 0.02 -2.30
H14 1.79 -0.25 -1.75
H15 1.27 -3.59 -0.05
H16 -0.44 -3.20 0.09
H17 0.50 -2.57 -1.27
H18 2.21 -0.66 1.97
H19 2.54 -2.42 1.58

Output
M = 141.3 g/mol
strongest force on any atom = 4.9 eV/A
E_LUMO = 0.846 eV
E_HOMO = -7.935 eV
energy relative to the best compared isomer or geometry (same formula, charge and spin) = 46.07 kcal/mol
net charge = 0
Kohn-Sham gap = 8.7812 eV

Population analysis type natural (NBO), resulting atomic charges in e: 0.03, -0.23, -0.21, -0.64, -0.63, -0.63, -0.68, 0.07, -0.84, -0.48, 0.21, 0.36, 0.36, 0.17, 0.19, 0.21, 0.22, 0.21, 0.22, 0.20, 0.21, 0.22, 0.20, 0.22, 0.22, 0.21, 0.22, 0.19, 0.20